a | ORCA calculation (the ωB97M-V functional and the def2-TZVPD basis) on a cluster of 2 separate species, C2H4BrN in total.

Values from the calculation:
2S+1   1
Frontier orbital gap   0.3537 Ha
HOMO level   -9.46 eV
LUMO level   0.1678 eV

Geometry (Å):
C 0.35 0.18 -0.03
C -1.09 -0.24 0.01
N 1.37 -0.50 0.01
Br 3.09 0.17 0.10
H 0.62 1.76 -0.06
H -1.46 -0.55 -1.06
H -1.82 0.41 0.49
H -1.06 -1.23 0.54

---

b | ORCA calculation (the ωB97M-V functional and the def2-TZVPD basis) on a structure of composition C2H4BrN.

Values from the calculation:
2S+1   1
Frontier orbital gap   0.3383 Ha
HOMO level   -9.15 eV
LUMO level   0.0563 eV

Geometry (Å):
C -1.50 0.22 0.04
C 0.42 0.34 -0.09
N -2.72 0.78 0.05
Br -4.33 -0.10 0.01
H -1.47 -0.91 0.21
H 0.81 1.19 -0.64
H 0.42 -0.65 -0.67
H 0.54 0.24 1.06

---

In hartree, relative to the most stable structure: a 0.0000; b 0.0305.

---

a | ORCA calculation (the ωB97M-V functional and the def2-TZVPD basis) on a cluster of 2 separate species, CH3BrN2 in total.

Values from the calculation:
2S+1   1
Frontier orbital gap (alpha / beta)   0.2152 / 0.3048 Ha
HOMO level (alpha / beta)   -8.52 / -9.45 eV
LUMO level (alpha / beta)   -2.6658 / -1.1570 eV

Geometry (Å):
C -0.75 0.22 -0.06
N -0.14 -1.01 -0.28
N 0.88 -1.59 -0.07
Br 2.77 0.76 0.33
H -1.34 0.26 0.86
H -1.38 0.42 -0.90
H -0.04 0.93 0.12

---

b | ORCA calculation (the ωB97M-V functional and the def2-TZVPD basis) on a cluster of 2 separate species, CH3BrN2 in total.

Values from the calculation:
2S+1   1
Frontier orbital gap   0.3338 Ha
HOMO level   -8.63 eV
LUMO level   0.4487 eV

Geometry (Å):
C -0.57 0.64 -0.18
N -0.93 0.76 1.03
N -0.89 0.79 2.15
Br 0.25 -3.12 0.20
H -0.91 1.38 -0.87
H -0.36 -0.32 -0.58
H 1.04 -2.49 -0.87

---

In hartree, relative to the most stable structure: a 0.0213; b 0.0000.

---

a | ORCA calculation (the ωB97M-V functional and the def2-TZVPD basis) on a cluster of 2 separate species, C2H7O in total.

Values from the calculation:
2S+1   1
Net charge   -1
Frontier orbital gap   0.2098 Ha
HOMO level   -1.89 eV
LUMO level   3.8188 eV

Geometry (Å):
O 2.63 0.93 2.31
H 2.61 0.10 1.81
C -0.10 0.24 -0.12
C -1.20 -0.50 -0.91
H 0.74 0.51 -0.77
H -0.53 1.13 0.32
H 0.34 -0.36 0.68
H -1.87 0.22 -1.40
H -1.80 -1.12 -0.24
H -0.83 -1.16 -1.70

---

b | ORCA calculation (the ωB97M-V functional and the def2-TZVPD basis) on a cluster of 2 separate species, C2H7O in total.

Values from the calculation:
2S+1   1
Net charge   -1
Frontier orbital gap   0.2171 Ha
HOMO level   -1.95 eV
LUMO level   3.9615 eV

Geometry (Å):
O 1.58 2.90 0.75
H 2.13 2.37 0.17
C -0.53 -1.40 -0.34
C -0.46 0.05 0.11
H -0.09 -1.41 -1.34
H -1.50 -1.88 -0.38
H 0.05 -2.10 0.27
H 0.21 0.20 0.97
H 0.01 0.75 -0.58
H -1.40 0.52 0.38

---

In hartree, relative to the most stable structure: a 0.0000; b 0.0051.

---

a | ORCA calculation (the ωB97M-V functional and the def2-TZVPD basis) on a cluster of 2 separate species, C5H14N2 in total.

Values from the calculation:
2S+1   1
Net charge   +2
Frontier orbital gap   0.4138 Ha
HOMO level   -19.13 eV
LUMO level   -7.8675 eV

Geometry (Å):
C 1.32 -0.25 -1.29
C -1.74 0.42 1.13
C 3.14 -1.04 0.02
C 1.82 0.96 0.69
C -2.35 0.47 -0.02
N 2.02 -0.19 -0.25
N -3.07 -0.50 -0.67
H 1.54 -0.95 -1.99
H -1.85 -0.31 2.03
H 0.38 0.47 -1.59
H -1.29 1.39 1.50
H 3.12 -2.18 -0.21
H 3.41 -1.02 1.06
H 3.89 -0.51 -0.50
H 1.08 1.75 0.34
H 2.76 1.50 0.72
H 1.73 0.68 1.74
H -2.07 1.17 -0.78
H -3.46 -1.08 0.02
H -2.51 -1.05 -1.38
H -3.96 -0.23 -1.15

---

b | ORCA calculation (the ωB97M-V functional and the def2-TZVPD basis) on the ion C5H14N2 with charge +2.

Values from the calculation:
2S+1   1
Net charge   +2
Frontier orbital gap   0.4429 Ha
HOMO level   -20.36 eV
LUMO level   -8.3067 eV

Geometry (Å):
C 1.52 0.28 -2.20
C 0.41 0.67 -1.24
C 0.47 -0.07 0.10
C -0.84 -0.13 0.94
C -1.02 -1.91 2.56
N -1.13 -1.49 1.37
N 0.39 2.18 -1.07
H 1.36 -0.77 -2.48
H 1.38 0.79 -3.16
H 2.54 0.39 -1.84
H -0.52 0.41 -1.75
H 1.26 0.44 0.66
H 0.83 -1.08 -0.08
H -1.68 0.23 0.34
H -0.77 0.51 1.77
H -1.22 -2.92 2.88
H -0.70 -1.21 3.32
H -1.46 -2.12 0.64
H -0.57 2.53 -1.01
H 0.82 2.61 -1.89
H 0.87 2.49 -0.22

---

In hartree, relative to the most stable structure: a 0.1004; b 0.0000.